A single C4H3ClN2O molecule at a distorted geometry, computed with ωB97M-V/def2-TZVPD.

Geometry as XYZ:
```
11
Properties=species:S:1:pos:R:3
O 1.622 2.435 -1.160
C 0.869 1.500 -1.022
N 0.729 0.308 -1.931
C 0.155 -0.579 -1.193
C -0.039 -0.016 0.145
C -0.579 -0.698 1.331
Cl -2.286 -1.118 1.231
N 0.291 1.294 0.116
H -0.178 -1.740 -1.347
H -0.126 -1.515 1.706
H -0.458 0.129 2.124
```

Calculated values
LUMO in eV: -2.2470
ΔE to the lowest compared entry with this formula, charge and spin in kcal per mole: 57.76
Orbital gap in eV: 8.5